(1)
Molecular formula: CH6NO
Method: DFT, ωB97M-V with the def2-TZVPD basis set

Results
* orbital gap (spin up / spin down): 5.88 / 10.88 eV
* LUMO level (spin up / spin down): 0.6 / 0.6 eV
* 2S+1: 2
* net charge: 0
* expectation value of S²: 0.75

Last column: Mulliken spin population.
Element x y z (Å)
C1 0.58 -1.51 0.64  0.747
N1 0.42 -0.67 -0.40  0.261
H1 -0.04 -1.35 1.52  0.017
H2 1.24 -2.37 0.57  0.016
H3 0.85 -0.76 -1.30  -0.013
H4 -0.21 0.14 -0.44  -0.028
H5 -1.71 1.91 -0.32  0.000
H6 -0.25 2.51 -0.25  0.001
O1 -0.79 1.74 -0.12  0.000

---

(2)
Molecular formula: C13H9N3O4S
Method: DFT, ωB97M-V with the def2-TZVPD basis set

Results
* orbital gap: 7.88 eV
* LUMO level: -1.1 eV
* net charge: 0

Last column: natural (NBO) charge in e.
Element x y z (Å)
C1 -2.00 1.50 -0.76  -0.632
C2 -2.41 0.35 0.13  -0.140
C3 -3.36 0.54 1.12  0.078
N1 -3.84 -0.43 1.94  -0.556
C4 -3.24 -1.67 1.90  0.602
O1 -3.67 -2.50 2.65  -0.590
C5 -2.27 -2.03 0.89  -0.041
N2 -2.00 -3.41 0.69  0.477
O2 -3.01 -4.08 0.25  -0.334
O3 -0.82 -3.85 0.89  -0.320
C6 -1.76 -0.97 0.06  -0.049
S1 -0.74 -1.38 -1.38  0.374
C7 0.67 -0.39 -1.29  0.316
N3 1.66 -0.44 -2.13  -0.443
C8 2.73 0.28 -1.48  0.024
C9 3.92 0.65 -2.02  -0.179
C10 4.84 1.33 -1.15  -0.224
C11 4.43 1.75 0.14  -0.208
C12 3.10 1.48 0.69  -0.247
C13 2.32 0.64 -0.24  0.263
O4 1.00 0.24 -0.10  -0.452
H1 -0.92 1.55 -0.91  0.232
H2 -2.28 1.37 -1.78  0.230
H3 -2.40 2.55 -0.41  0.227
H4 -3.71 1.60 1.19  0.222
H5 -4.24 -0.30 2.90  0.448
H6 4.20 0.19 -2.96  0.234
H7 5.85 1.46 -1.48  0.223
H8 5.06 2.26 0.89  0.222
H9 2.90 1.71 1.78  0.244